[1]
The following is a DFT calculation (ωB97M-V/def2-TZVPD) of C15H13IrN4O5S as an isolated structure in a non-equilibrium geometry.

```
! RIJCOSX wB97M-V def2-TZVPD def2/J DEFGRID3
* xyz 0 1
Ir 0.163 -0.115 -0.254
C 1.671 -5.128 1.662
C 0.234 -4.743 1.986
N 0.113 -3.390 2.530
C 0.140 -2.265 1.801
S -0.078 -2.385 0.071
N 0.307 -1.150 2.505
N 0.269 -0.031 1.724
C 0.455 1.124 2.252
C 0.709 1.362 3.704
C 0.383 2.254 1.292
C 0.525 3.573 1.666
C 0.401 4.572 0.707
C 0.129 4.225 -0.599
C 0.013 2.881 -0.912
N 0.150 1.929 0.012
H 1.700 -6.115 1.194
H 2.283 -5.158 2.566
H 2.109 -4.408 0.969
H -0.186 -5.418 2.729
H -0.388 -4.806 1.098
H 0.361 -3.255 3.498
H 0.764 0.414 4.225
H -0.092 1.963 4.142
H 1.649 1.901 3.847
H 0.734 3.811 2.700
H 0.516 5.612 0.984
H 0.011 4.971 -1.373
H -0.184 2.537 -1.919
O 4.282 0.090 -4.873
C 3.504 0.086 -3.972
C 3.844 0.115 -2.456
O 4.932 0.185 -1.968
C 2.526 0.045 -1.757
C 1.463 0.002 -2.699
O 0.260 -0.058 -2.326
C 1.964 0.066 -4.096
O 1.331 0.107 -5.112
O 2.325 0.029 -0.516
*
```

Summary:
LUMO level (alpha / beta), eV: -2.201 / -2.232
DFT total energy, a.u.: -1677.11280
Gap between HOMO and LUMO (alpha / beta), Eh: 0.19040 / 0.18871

***

[2]
The following is a DFT calculation (ωB97M-V/def2-TZVPD) of one molecule with the formula C15H13NO2S.

```
! RIJCOSX wB97M-V def2-TZVPD def2/J DEFGRID3
* xyz 0 1
C 4.887 2.725 -0.865
C 3.625 1.926 -0.741
C 2.422 2.432 -1.225
C 1.255 1.705 -1.127
C 1.263 0.441 -0.539
O 0.049 -0.195 -0.486
C -0.012 -1.472 0.091
N -1.356 -1.956 -0.051
C -1.624 -3.021 -0.868
O -0.818 -3.677 -1.468
S -3.384 -3.325 -0.871
C -3.657 -1.975 0.211
C -4.861 -1.520 0.715
C -4.847 -0.423 1.560
C -3.652 0.204 1.887
C -2.445 -0.249 1.383
C -2.451 -1.350 0.541
C 2.453 -0.075 -0.050
C 3.619 0.670 -0.157
H 5.703 2.250 -0.326
H 5.173 2.817 -1.912
H 4.744 3.730 -0.470
H 2.402 3.409 -1.685
H 0.321 2.092 -1.502
H 0.252 -1.431 1.162
H 0.645 -2.185 -0.429
H -5.782 -2.013 0.450
H -5.775 -0.051 1.964
H -3.660 1.061 2.542
H -1.522 0.250 1.627
H 2.495 -1.049 0.411
H 4.539 0.254 0.227
*
```

Summary:
LUMO level, eV: 0.750
DFT total energy, a.u.: -1182.85418
Gap between HOMO and LUMO, Eh: 0.34100
Relative energy (zero: lowest compared OMol25 entry of this formula, charge and spin), kJ/mol: 0.0
SMILES: Cc1ccc(OCn2c(=O)sc3ccccc32)cc1